Formula: C10H17NO4S2
Source: the OMol25 dataset
Level of theory: ωB97M-V with the def2-TZVPD basis set

Last columns: bonded neighbours and bond lengths (Å).
Cartesian coordinates (Å):
1 C -1.976 -3.312 -0.414  C2 1.563, H32 1.315, H33 1.067, H34 1.130
2 C -1.090 -2.024 -0.384  C1 1.563, H3 1.114, H4 1.047, O5 1.437
3 H -0.211 -1.933 -1.063  C2 1.114
4 H -0.877 -1.887 0.632  C2 1.047
5 O -2.000 -1.071 -0.956  C2 1.437, C6 1.564
6 C -2.888 -0.418 0.153  O5 1.564, O7 1.326, C8 1.651
7 O -2.994 -0.799 1.419  C6 1.326
8 C -3.619 0.832 -0.642  C6 1.651, H9 1.128, H10 0.986, S11 2.013
9 H -4.663 0.870 -0.219  C8 1.128
10 H -3.561 0.685 -1.615  C8 0.986
11 S -2.916 2.618 -0.035  C8 2.013, C12 1.836
12 C -1.228 2.242 -0.652  S11 1.836, C13 1.692, H30 1.083, H31 1.130
13 C -0.257 1.491 0.513  C12 1.692, C14 1.391, H28 0.930, H29 1.336
14 C 1.062 1.177 0.199  C13 1.391, N15 1.348, S22 1.749, H27 1.325
15 N 1.792 0.499 1.106  C14 1.348, H16 1.224, C17 1.476
16 H 1.707 1.097 2.170  N15 1.224
17 C 3.198 0.153 0.818  N15 1.476, H18 1.065, C19 1.835, C23 1.316
18 H 3.793 0.096 1.700  C17 1.065
19 C 3.740 1.630 -0.126  C17 1.835, H20 1.104, H21 1.079, S22 1.954
20 H 4.185 2.275 0.652  C19 1.104
21 H 4.176 1.190 -1.009  C19 1.079
22 S 2.015 2.475 -0.483  C14 1.749, C19 1.954
23 C 3.193 -0.867 -0.013  C17 1.316, O24 1.087, O25 1.244
24 O 3.932 -1.138 -0.763  C23 1.087
25 O 2.268 -1.695 0.051  C23 1.244, H26 1.070
26 H 1.784 -1.450 0.974  O25 1.070
27 H 0.889 0.144 -0.611  C14 1.325
28 H -0.778 1.066 1.156  C13 0.930
29 H -0.176 2.476 1.412  C13 1.336
30 H -1.095 1.376 -1.286  C12 1.083
31 H -0.741 3.207 -0.984  C12 1.130
32 H -2.410 -3.474 -1.644  C1 1.315
33 H -2.851 -3.254 0.193  C1 1.067
34 H -1.406 -4.274 -0.251  C1 1.130

Energy relative to the best compared isomer or geometry (same formula, charge and spin), kJ/mol: 490.07

Formula: C10H17NO7P
Source: the OMol25 dataset
Level of theory: ωB97M-V with the def2-TZVPD basis set

Last columns: bonded neighbours and bond lengths (Å).
Cartesian coordinates (Å):
1 C 3.560 -3.473 -0.725  H2 1.094, H3 1.088, H4 1.092, O5 1.415
2 H 4.385 -3.187 -1.384  C1 1.094
3 H 3.928 -4.026 0.136  C1 1.088
4 H 2.846 -4.075 -1.291  C1 1.092
5 O 2.908 -2.324 -0.217  C1 1.415, C6 1.338
6 C 2.486 -1.440 -1.128  O5 1.338, O7 1.207, C8 1.509
7 O 2.790 -1.498 -2.295  C6 1.207
8 C 1.676 -0.334 -0.496  C6 1.509, H9 1.089, C10 1.529, H22 1.093
9 H 1.419 -0.615 0.525  C8 1.089
10 C 0.390 -0.131 -1.297  C8 1.529, C11 1.516, C14 1.518, H21 1.099
11 C -0.492 0.957 -0.717  C10 1.516, H12 1.090, H13 1.091, P23 1.883
12 H -1.267 1.240 -1.430  C11 1.090
13 H 0.096 1.845 -0.481  C11 1.091
14 C -0.365 -1.449 -1.291  C10 1.518, O15 1.207, O16 1.330
15 O 0.167 -2.531 -1.241  C14 1.207
16 O -1.665 -1.260 -1.500  C14 1.330, C17 1.415
17 C -2.502 -2.379 -1.280  O16 1.415, H18 1.093, H19 1.088, H20 1.092
18 H -2.092 -3.266 -1.769  C17 1.093
19 H -3.477 -2.119 -1.685  C17 1.088
20 H -2.574 -2.550 -0.204  C17 1.092
21 H 0.654 0.084 -2.342  C10 1.099
22 H 2.264 0.587 -0.501  C8 1.093
23 P -1.375 0.275 0.800  C11 1.883, O24 1.492, O25 1.488, C26 1.901
24 O -0.832 -1.063 1.176  P23 1.492
25 O -2.847 0.457 0.682  P23 1.488
26 C -0.695 1.474 2.109  P23 1.901, N27 1.433, H35 1.091, H36 1.098
27 N -0.783 2.869 1.791  C26 1.433, C28 1.330, C31 1.444
28 C 0.281 3.631 1.557  N27 1.330, O29 1.219, H30 1.110
29 O 0.272 4.803 1.219  C28 1.219
30 H 1.233 3.083 1.716  C28 1.110
31 C -2.115 3.391 1.594  N27 1.444, H32 1.094, H33 1.089, H34 1.089
32 H -2.609 3.535 2.560  C31 1.094
33 H -2.038 4.348 1.079  C31 1.089
34 H -2.689 2.677 1.006  C31 1.089
35 H 0.343 1.206 2.310  C26 1.091
36 H -1.283 1.260 3.010  C26 1.098

Charge: -1
Energy relative to the best compared isomer or geometry (same formula, charge and spin), kJ/mol: 4.30

Formula: C10H17NSi
Source: the OMol25 dataset
Level of theory: ωB97M-V with the def2-TZVPD basis set

Last columns: bonded neighbours and bond lengths (Å).
Cartesian coordinates (Å):
1 C -1.007 1.795 2.304  C4 1.323, H13 1.080, H14 1.077
2 C -2.518 -2.623 0.422  C5 1.324, H15 1.079, H16 1.076
3 C -1.858 1.251 -2.143  C6 1.324, H17 1.080, H18 1.078
4 C -1.701 1.298 1.293  C1 1.323, Si12 1.888, H19 1.084
5 C -1.592 -1.827 0.934  C2 1.324, Si12 1.882, H20 1.080
6 C -1.710 0.072 -1.559  C3 1.324, Si12 1.890, H21 1.086
7 C 2.899 0.783 -0.172  C8 1.527, C9 1.526, H22 1.091, H23 1.087
8 C 2.927 -0.710 -0.490  C7 1.527, C10 1.536, H24 1.090, H25 1.088
9 C 1.422 1.113 -0.367  C7 1.526, N11 1.442, H26 1.090, H27 1.100
10 C 1.574 -1.210 0.037  C8 1.536, N11 1.456, H28 1.098, H29 1.095
11 N 0.762 -0.018 0.235  C9 1.442, C10 1.456, Si12 1.892
12 Si -1.125 -0.148 0.225  C4 1.888, C5 1.882, C6 1.890, N11 1.892
13 H -1.348 2.632 2.896  C1 1.080
14 H -0.049 1.379 2.571  C1 1.077
15 H -2.782 -3.572 0.864  C2 1.079
16 H -3.053 -2.366 -0.475  C2 1.076
17 H -2.112 1.356 -3.188  C3 1.080
18 H -1.737 2.173 -1.598  C3 1.078
19 H -2.658 1.744 1.050  C4 1.084
20 H -1.093 -2.133 1.841  C5 1.080
21 H -1.836 -0.815 -2.172  C6 1.086
22 H 3.172 0.945 0.872  C7 1.091
23 H 3.554 1.369 -0.812  C7 1.087
24 H 2.987 -0.858 -1.568  C8 1.090
25 H 3.765 -1.225 -0.025  C8 1.088
26 H 1.111 2.030 0.133  C9 1.090
27 H 1.198 1.210 -1.440  C9 1.100
28 H 1.123 -1.922 -0.667  C10 1.098
29 H 1.685 -1.723 0.998  C10 1.095

Energy relative to the best compared isomer or geometry (same formula, charge and spin), kJ/mol: 119.44

Frontier orbital gap readings, ordered: 9.08, 8.38, 9.01 eV